Entry 1:
Computed, not measured: a gas-phase ion, C25H36F2O3P (charge +1) at a distorted geometry, with the ωB97M-V functional and the def2-TZVPD basis.

Structure (ORCA input):
```
! RIJCOSX wB97M-V def2-TZVPD def2/J DEFGRID3
* xyz 1 1
C 6.263 -0.863 3.570
C 5.276 0.325 3.486
C 4.060 -0.011 2.656
C 2.999 1.073 2.796
O 1.850 0.616 2.019
P 0.330 0.897 1.942
O -0.672 2.113 1.848
C -1.903 2.631 2.366
C -2.938 1.541 2.417
C -4.289 2.083 2.937
C -4.212 2.540 4.391
O -0.389 -0.508 1.838
C -0.626 -1.535 2.894
C -1.411 -2.715 2.355
C -1.707 -3.785 3.422
C -2.489 -4.971 2.852
H 7.157 -0.565 4.132
H 5.774 -1.707 4.080
H 6.545 -1.173 2.551
H 4.950 0.605 4.508
H 5.781 1.217 3.057
H 4.365 -0.131 1.623
H 3.643 -0.951 2.977
H 2.628 1.149 3.800
H 3.405 2.026 2.465
H -1.621 2.965 3.350
H -2.263 3.462 1.758
H -3.135 1.097 1.438
H -2.621 0.740 3.074
H -4.597 2.936 2.302
H -5.084 1.317 2.832
H -5.186 2.862 4.753
H -3.879 1.733 5.038
H -3.521 3.374 4.517
H 0.338 -1.856 3.275
H -1.181 -1.028 3.674
H -2.362 -2.372 1.931
H -0.857 -3.186 1.532
H -0.759 -4.126 3.834
H -2.276 -3.318 4.229
H -2.684 -5.705 3.647
H -3.454 -4.644 2.430
H -1.911 -5.473 2.052
F 2.997 5.621 0.456
C 3.004 4.266 0.149
C 4.221 3.699 -0.169
C 4.158 2.372 -0.590
C 2.989 1.616 -0.475
C 1.778 2.204 -0.084
C 0.561 1.363 0.250
C -0.624 1.761 -0.678
C -1.619 0.808 -0.847
C -2.905 1.171 -1.286
C -3.261 2.530 -1.418
C -2.210 3.444 -1.380
F -2.491 4.792 -1.490
C -0.875 3.086 -1.075
C 1.801 3.574 0.289
H 5.132 4.270 -0.245
H 5.067 1.833 -0.891
H 2.933 0.574 -0.833
H 0.730 0.303 0.114
H -1.364 -0.243 -0.702
H -3.663 0.387 -1.409
H -4.257 2.860 -1.680
H -0.084 3.801 -1.164
H 0.887 4.103 0.551
*
```

Summary:
energy	-1740.70468	Ha

=====

Entry 2:
Computed, not measured: a molecular structure, C25H36N3O5PtSi at a distorted geometry, with the ωB97M-V functional and the def2-TZVPD basis.

Structure (ORCA input):
```
! RIJCOSX wB97M-V def2-TZVPD def2/J DEFGRID3
* xyz 1 1
Pt -0.281 -2.350 0.943
C 4.026 -2.627 -2.142
C 4.636 -2.346 -0.921
C 3.914 -2.316 0.249
C 2.526 -2.564 0.209
C 1.917 -2.868 -1.032
C 2.656 -2.885 -2.189
N 1.717 -2.539 1.289
N 2.101 -2.466 2.535
C 1.122 -2.648 3.422
C 1.328 -2.736 4.813
C 0.255 -2.870 5.665
C -1.045 -2.919 5.174
C -1.281 -2.845 3.797
C -0.227 -2.748 2.928
H 4.612 -2.668 -3.047
H 5.695 -2.144 -0.888
H 4.379 -2.097 1.199
H 0.856 -3.134 -1.050
H 2.177 -3.124 -3.126
H 2.341 -2.703 5.178
H 0.419 -2.929 6.729
H -1.883 -2.992 5.849
H -2.300 -2.865 3.432
C 3.180 1.810 -0.867
C 1.865 2.383 -0.314
C 1.759 3.880 -0.643
C 1.796 2.156 1.194
O 0.801 1.766 -0.997
Si -0.482 0.900 -0.488
O 0.133 -0.433 0.131
O -1.477 0.570 -1.720
C -1.302 0.282 -3.085
C -0.899 1.579 -3.794
C -0.211 -0.775 -3.290
C -2.646 -0.242 -3.590
O -1.321 1.775 0.601
C -2.640 2.248 0.716
C -3.631 1.083 0.622
C -2.757 2.973 2.057
C -2.910 3.251 -0.422
H 4.023 2.313 -0.399
H 3.227 1.956 -1.944
H 3.226 0.744 -0.652
H 2.508 4.445 -0.097
H 0.767 4.231 -0.368
H 1.898 4.029 -1.711
H 2.684 2.555 1.678
H 1.727 1.088 1.394
H 0.915 2.639 1.607
H 0.019 1.947 -3.346
H -1.679 2.323 -3.657
H -0.748 1.405 -4.853
H 0.746 -0.394 -2.945
H -0.141 -1.024 -4.345
H -0.465 -1.667 -2.722
H -3.422 0.502 -3.430
H -2.919 -1.142 -3.043
H -2.592 -0.475 -4.648
H -3.358 0.313 1.342
H -3.600 0.648 -0.372
H -4.638 1.428 0.833
H -2.483 2.307 2.870
H -3.775 3.316 2.211
H -2.095 3.834 2.076
H -2.739 2.757 -1.373
H -2.228 4.092 -0.328
H -3.930 3.620 -0.380
O -4.447 -2.954 0.451
C -3.294 -2.871 0.510
N -2.107 -2.783 0.513
*
```

Summary:
energy	-1923.33126	Ha

=====

Entry 3:
Computed, not measured: a molecular structure, C25H36N5S5Sb2Ti, with the ωB97M-V functional and the def2-TZVPD basis.

Structure (ORCA input):
```
! RIJCOSX wB97M-V def2-TZVPD def2/J DEFGRID3
* xyz -1 3
Ti 1.744 -0.709 -0.169
N 1.607 0.397 3.887
C 2.461 -0.554 4.493
C 3.244 -0.208 5.584
C 4.089 -1.147 6.158
C 4.184 -2.420 5.616
C 3.419 -2.757 4.509
C 2.525 -1.841 3.970
S 1.487 -2.324 2.641
N 1.282 -0.811 1.880
C 1.386 0.324 2.519
C 1.278 1.496 1.710
C 1.365 2.816 2.190
C 1.155 3.869 1.345
C 0.859 3.600 -0.021
C 0.848 2.305 -0.449
N 1.067 1.241 0.358
H 1.732 1.330 4.241
H 3.194 0.801 5.980
H 4.692 -0.871 7.014
H 4.870 -3.144 6.036
H 3.523 -3.728 4.039
H 1.591 3.012 3.230
H 1.216 4.885 1.709
H 0.671 4.397 -0.726
H 0.660 2.057 -1.487
S 4.605 -2.703 -2.836
Sb 3.791 -2.905 -0.699
S 0.633 -2.546 -0.576
S 3.976 -0.701 0.464
S 4.718 -4.406 0.716
C 1.128 -1.634 -3.827
C 2.038 -0.537 -3.416
N 2.212 -0.011 -2.213
C 3.171 0.984 -2.351
C 3.568 1.053 -3.638
N 2.821 0.102 -4.304
H 1.132 -2.416 -3.072
H 1.464 -2.052 -4.776
H 0.106 -1.262 -3.932
H 3.524 1.536 -1.499
H 4.309 1.653 -4.131
H 2.977 -0.233 -5.237
C -2.938 1.208 -3.873
C -3.218 -0.037 -3.035
C -4.714 -0.313 -2.940
Sb -2.042 0.061 -1.201
C -3.171 -1.397 -0.077
C -3.260 -2.692 -0.883
C -2.536 -1.686 1.283
C -2.819 1.908 -0.328
C -4.315 2.178 -0.422
C -2.352 2.029 1.124
H -3.378 1.121 -4.873
H -1.866 1.386 -3.997
H -3.365 2.102 -3.409
H -2.754 -0.892 -3.541
H -5.261 0.550 -2.561
H -4.949 -1.157 -2.290
H -5.124 -0.541 -3.931
H -4.174 -0.979 0.061
H -2.264 -3.124 -1.008
H -3.692 -2.555 -1.877
H -3.875 -3.428 -0.354
H -1.515 -2.057 1.158
H -3.108 -2.460 1.806
H -2.494 -0.812 1.932
H -2.292 2.677 -0.904
H -4.904 1.354 -0.009
H -4.643 2.339 -1.448
H -4.576 3.077 0.149
H -2.963 1.404 1.778
H -2.456 3.061 1.476
H -1.309 1.735 1.263
*
```

Summary:
energy above the lowest of the compared OMol25 structures with the same formula, charge and spin	131.4	kJ/mol

=====

Entry 4:
Computed, not measured: a molecular structure, C25H37AsN8S2Ti, with the ωB97M-V functional and the def2-TZVPD basis.

Structure (ORCA input):
```
! RIJCOSX wB97M-V def2-TZVPD def2/J DEFGRID3
* xyz 2 3
Ti 0.457 1.363 -0.191
C 2.398 -1.381 0.346
C 2.001 -1.262 -1.104
N 2.028 0.153 -1.519
C 3.373 0.766 -1.573
C 3.904 1.386 -0.280
S 2.708 2.435 0.609
C 2.668 1.686 2.258
C 2.485 0.166 2.272
N 1.681 -0.364 1.148
H 3.471 -1.223 0.443
H 2.185 -2.385 0.708
H 0.982 -1.628 -1.238
H 2.666 -1.874 -1.720
H 1.668 0.198 -2.467
H 3.334 1.542 -2.336
H 4.112 0.035 -1.913
H 4.765 2.001 -0.536
H 4.264 0.633 0.416
H 1.833 2.192 2.741
H 3.572 1.955 2.803
H 2.039 -0.113 3.227
H 3.465 -0.307 2.261
H 0.869 -0.836 1.533
N -2.019 2.218 3.407
C -1.667 1.001 3.932
C -0.844 0.432 3.016
N -0.681 1.283 1.945
C -1.411 2.343 2.215
C -1.506 3.411 1.255
N -0.794 3.358 0.152
C -1.180 4.442 -0.599
C -2.119 5.155 0.075
N -2.320 4.483 1.254
H -2.613 2.894 3.862
H -2.027 0.662 4.888
H -0.395 -0.548 3.065
H -0.750 4.659 -1.561
H -2.647 6.061 -0.165
H -2.973 4.754 1.972
C 1.158 3.738 -4.027
C 0.312 3.097 -4.918
C -0.490 2.058 -4.472
C -0.423 1.679 -3.138
N 0.401 2.302 -2.278
C 1.169 3.308 -2.714
C -1.269 0.591 -2.572
C -2.129 -0.143 -3.368
C -2.960 -1.086 -2.773
C -2.904 -1.269 -1.399
C -1.992 -0.526 -0.670
N -1.176 0.376 -1.236
H 1.794 4.556 -4.337
H 0.269 3.405 -5.955
H -1.162 1.571 -5.162
H 1.800 3.781 -1.971
H -2.172 0.012 -4.435
H -3.645 -1.662 -3.382
H -3.537 -1.979 -0.887
H -1.889 -0.673 0.397
C 0.099 -5.871 2.757
As -1.134 -4.814 1.725
C -2.853 -5.000 2.571
C -1.280 -5.668 0.005
S -0.537 -2.808 1.562
H 1.077 -5.823 2.287
H -0.244 -6.904 2.802
H 0.160 -5.454 3.759
H -3.092 -6.056 2.698
H -3.605 -4.521 1.950
H -2.818 -4.506 3.538
H -1.654 -6.685 0.120
H -0.298 -5.685 -0.460
H -1.960 -5.088 -0.613
*
```

Summary:
energy above the lowest of the compared OMol25 structures with the same formula, charge and spin	0.0	kJ/mol

=====

Entry 5:
Computed, not measured: a molecular structure, C25H37Br3O12 at a distorted geometry, with the ωB97M-V functional and the def2-TZVPD basis.

Structure (ORCA input):
```
! RIJCOSX wB97M-V def2-TZVPD def2/J DEFGRID3
* xyz 1 2
O 4.570 -0.633 -3.553
C 4.126 -0.574 -2.462
O 4.596 0.272 -1.559
C 3.773 0.463 -0.492
C 2.620 -0.558 -0.573
C 2.854 -1.306 -1.902
H 3.353 1.458 -0.341
H 4.337 0.133 0.380
H 1.620 -0.124 -0.584
H 2.645 -1.319 0.207
H 2.046 -1.131 -2.612
H 2.998 -2.386 -1.937
O -4.345 -3.401 2.470
C -3.734 -3.298 3.534
O -2.355 -3.471 3.624
C -2.012 -3.469 5.033
C -3.030 -2.554 5.615
C -4.304 -2.756 4.848
H -1.006 -3.092 5.218
H -2.162 -4.498 5.359
H -2.674 -1.528 5.525
H -3.104 -2.541 6.702
H -4.919 -1.881 4.636
H -4.955 -3.504 5.302
O -2.662 3.445 -4.591
C -1.809 2.625 -4.335
O -1.204 2.556 -3.161
C 0.033 1.867 -3.307
C 0.088 1.352 -4.720
C -1.318 1.463 -5.317
H 0.186 1.031 -2.625
H 0.798 2.562 -2.958
H 0.493 0.365 -4.944
H 0.680 2.069 -5.288
H -1.970 0.591 -5.257
H -1.176 1.873 -6.317
O 0.983 -1.991 -5.578
C -0.072 -2.340 -5.120
O -0.178 -2.699 -3.824
C -1.530 -3.094 -3.608
C -2.235 -3.235 -4.921
C -1.433 -2.287 -5.888
H -2.072 -2.464 -2.902
H -1.576 -4.081 -3.149
H -3.304 -3.082 -4.775
H -2.017 -4.213 -5.351
H -1.978 -1.344 -5.890
H -1.328 -2.549 -6.941
O 3.378 3.552 5.242
C 2.704 2.649 4.819
O 2.893 2.069 3.556
C 1.932 0.930 3.378
C 0.850 1.201 4.465
C 1.624 1.864 5.563
H 2.385 -0.062 3.401
H 1.580 0.922 2.346
H 0.447 0.255 4.825
H -0.010 1.657 3.976
H 1.950 1.060 6.223
H 1.047 2.497 6.236
O 2.949 4.431 -0.033
C 1.874 4.079 0.326
O 1.099 3.222 -0.502
C -0.091 2.995 0.187
C 0.073 3.565 1.604
C 1.138 4.634 1.491
H -0.145 1.909 0.263
H -0.992 3.339 -0.321
H 0.563 2.791 2.194
H -0.833 3.858 2.135
H 1.781 4.749 2.363
H 0.650 5.586 1.279
C -1.215 -2.105 0.748
Br 0.080 -1.637 2.212
Br -0.664 -3.852 -0.004
Br -1.152 -0.707 -0.777
H -2.233 -2.172 1.132
*
```

Summary:
energy above the lowest of the compared OMol25 structures with the same formula, charge and spin	113.7	kJ/mol

=====

Entry 6:
Computed, not measured: a molecular structure, C25H37CdNO4SSi2Te, with the ωB97M-V functional and the def2-TZVPD basis.

Structure (ORCA input):
```
! RIJCOSX wB97M-V def2-TZVPD def2/J DEFGRID3
* xyz -2 1
Cd 1.483 2.639 -0.085
C 2.486 2.517 1.909
C 3.329 1.478 2.213
C 3.770 1.374 3.604
C 4.584 0.359 4.042
C 5.070 -0.647 3.191
C 4.676 -0.567 1.847
C 3.853 0.423 1.364
H 3.429 2.131 4.301
H 4.869 0.346 5.093
H 5.728 -1.429 3.549
H 5.025 -1.326 1.149
H 3.563 0.428 0.320
C -2.104 5.042 -0.872
C -0.855 5.329 -0.078
C -0.278 6.721 -0.174
O -0.302 4.478 0.581
H -2.117 5.618 -1.800
H -2.980 5.332 -0.286
H -2.179 3.981 -1.094
H -1.057 7.479 -0.069
H 0.175 6.838 -1.162
H 0.489 6.854 0.586
O -5.277 2.508 0.278
S -4.523 1.319 -0.054
O -5.293 0.201 -0.542
N -3.267 1.652 -1.005
C -2.097 1.448 -0.378
O -0.968 1.565 -0.871
C -2.259 1.019 1.067
C -1.267 0.844 2.016
C -1.658 0.418 3.284
C -2.999 0.187 3.579
C -3.991 0.408 2.629
C -3.585 0.832 1.379
H -0.228 1.060 1.787
H -0.905 0.271 4.049
H -3.277 -0.154 4.570
H -5.039 0.259 2.860
C 0.721 -3.372 2.471
Si 0.086 -4.010 0.836
C 0.466 -5.849 0.693
C -1.769 -3.802 0.767
C 0.947 -3.098 -0.542
Te 0.196 -1.076 -0.660
C 1.301 -0.630 -2.441
Si 0.300 -0.736 -4.014
C 1.476 -0.908 -5.476
C -0.706 0.813 -4.207
C -0.790 -2.260 -4.056
H 0.224 -3.852 3.320
H 0.548 -2.295 2.542
H 1.798 -3.531 2.566
H -0.054 -6.433 1.458
H 1.539 -6.030 0.799
H 0.159 -6.226 -0.287
H -2.261 -4.437 1.510
H -2.163 -4.060 -0.220
H -2.059 -2.766 0.963
H 0.791 -3.587 -1.508
H 2.020 -3.051 -0.339
H 2.167 -1.294 -2.430
H 1.657 0.394 -2.289
H 2.194 -0.085 -5.516
H 0.918 -0.914 -6.418
H 2.040 -1.843 -5.414
H -0.049 1.670 -4.381
H -1.258 1.013 -3.284
H -1.422 0.746 -5.031
H -0.181 -3.169 -4.097
H -1.448 -2.251 -4.929
H -1.411 -2.307 -3.160
*
```

Summary:
energy	-2743.39749	Ha